(1)
{
  "formula": "C7H12",
  "method": "ωB97M-V with the def2-TZVPD basis set",
  "total_charge": 0,
  "lumo_energy_ev": 0.75,
  "gap_ev": 8.889,
  "species": ["C", "C", "C", "C", "C", "C", "C", "H", "H", "H", "H", "H", "H", "H", "H", "H", "H", "H", "H"],
  "positions_angstrom": [[-1.5568, 0.8144, 0.2225], [-1.1583, -0.6008, -0.0293], [-0.1387, -0.7613, -1.1859], [0.9385, -0.9058, -0.1280], [2.2473, -0.7055, -0.1252], [0.2569, 2.1299, 0.3880], [-0.0912, -1.1301, 0.9630], [-2.1949, 1.2147, -0.5901], [-0.8098, 2.2609, 0.4462], [-2.1504, 0.9167, 1.1527], [-2.0544, -1.2327, -0.1177], [-0.2976, -1.6834, -1.7545], [-0.0429, 0.0758, -1.8871], [2.7807, -0.4547, -1.0389], [2.8276, -0.7676, 0.7924], [0.8465, 2.0900, -0.5486], [0.9078, 1.8011, 1.2218], [0.0398, -0.5737, 1.8983], [-0.2327, -2.1902, 1.1976]]
}

***

(2)
{
  "formula": "C5H10O2Se",
  "method": "ωB97M-V with the def2-TZVPD basis set",
  "total_charge": 0,
  "lumo_energy_ev": [0.92, -0.97],
  "gap_ev": [7.025, 8.453],
  "s2": 2.01,
  "multiplicity": 3,
  "species": ["C", "C", "C", "C", "C", "O", "O", "Se", "H", "H", "H", "H", "H", "H", "H", "H", "H", "H"],
  "positions_angstrom": [[-0.6047, 2.0782, -0.4687], [-2.0106, -0.3687, 0.9530], [1.3682, -1.4002, 1.0870], [2.8997, -0.1019, -1.2652], [-1.5890, 0.0217, -0.4962], [0.3638, 1.7408, 0.1004], [-1.6757, 1.4335, -0.7313], [2.4870, -0.1075, 0.4826], [-2.9622, -0.9675, 0.9535], [-1.3197, -1.0385, 1.3619], [-2.2340, 0.5476, 1.5362], [-0.6292, 3.1475, -0.7661], [1.0893, -2.2903, 0.4784], [0.8962, -1.1177, 2.0541], [2.7373, -1.1180, -1.9380], [3.8010, 0.3897, -1.5355], [-2.1170, -0.5895, -1.2908], [-0.5004, -0.2592, -0.5155]]
}

***

(3)
{
  "formula": "CHBrF3N",
  "method": "ωB97M-V with the def2-TZVPD basis set",
  "total_charge": 0,
  "lumo_energy_ev": [-2.70, -3.40],
  "gap_ev": [8.494, 7.376],
  "species": ["C", "N", "F", "F", "F", "Br", "H"],
  "positions_angstrom": [[0.5324, 0.3659, 0.0581], [0.1687, -0.8968, 0.4847], [-0.4701, 0.8099, -0.8088], [0.6556, 1.3518, 0.9520], [1.6306, 0.3993, -0.6924], [-3.4450, -0.4779, -0.2515], [0.9278, -1.5521, 0.2579]]
}

***

(4)
{
  "formula": "C8H12F12N2NiO10S4",
  "method": "ωB97M-V with the def2-TZVPD basis set",
  "total_charge": 0,
  "lumo_energy_ev": [-4.59, -6.66],
  "gap_ev": [4.176, 2.103],
  "s2": 2.01,
  "multiplicity": 3,
  "species": ["Ni", "C", "F", "F", "F", "S", "O", "O", "N", "S", "O", "O", "C", "F", "F", "F", "C", "F", "F", "F", "S", "O", "O", "N", "S", "O", "O", "C", "F", "F", "F", "C", "C", "O", "H", "H", "H", "H", "H", "H", "C", "C", "O", "H", "H", "H", "H", "H", "H"],
  "positions_angstrom": [[-0.0411, 0.0098, 0.0031], [5.2896, -1.2374, -2.1194], [4.9573, -1.2309, -0.8320], [6.6293, -1.2426, -2.0829], [4.8708, -2.3102, -2.8179], [4.6404, 0.3929, -2.9461], [4.7215, 1.4265, -1.9150], [5.4855, 0.6921, -4.1187], [2.9271, 0.0552, -3.1494], [2.8392, -0.4540, -4.6951], [4.0021, -1.2154, -5.1771], [1.5749, -1.1064, -4.9335], [2.6979, 1.2064, -5.7946], [2.9845, 0.8444, -7.0588], [1.4789, 1.6908, -5.6482], [3.5483, 2.1297, -5.3523], [-0.4703, -1.8961, 5.9040], [-0.7266, -3.0088, 6.6189], [-1.5881, -1.4429, 5.4002], [-0.0221, -1.0184, 6.8219], [0.8931, -2.2363, 4.5592], [1.4387, -0.9570, 4.2147], [1.8616, -3.1777, 5.1591], [-0.0217, -2.7533, 3.1218], [-0.1337, -4.2544, 3.3974], [1.1308, -5.0064, 3.2614], [-0.9961, -4.6694, 4.4897], [-1.1302, -4.7735, 1.8115], [-2.4606, -4.5267, 1.9777], [-0.6618, -4.1296, 0.7579], [-0.8716, -6.0481, 1.6220], [0.5606, 6.6227, 0.6194], [-0.3416, 5.5543, -0.0711], [-0.4630, 4.4950, 0.8562], [1.4588, 6.1662, 1.0351], [0.0279, 7.1305, 1.4234], [0.9548, 7.3400, -0.1006], [0.1538, 5.2492, -0.9928], [-1.2781, 6.0364, -0.3515], [-1.0833, 4.8511, 1.4965], [-6.9040, -0.8032, -0.4967], [-5.6464, 0.0396, -0.1517], [-4.5371, -0.2117, -0.9762], [-7.2684, -0.7470, -1.5224], [-7.7040, -0.4158, 0.1342], [-6.6765, -1.8417, -0.2561], [-5.3214, -0.1909, 0.8628], [-5.9104, 1.0966, -0.1153], [-4.8693, -0.1235, -1.8725]]
}

***

(5)
{
  "formula": "C28H30N2RuS4",
  "method": "ωB97M-V with the def2-TZVPD basis set",
  "total_charge": 1,
  "lumo_energy_ev": [-2.08, -4.67],
  "gap_ev": [7.294, 6.114],
  "s2": 8.85,
  "multiplicity": 6,
  "species": ["Ru", "C", "C", "S", "C", "C", "S", "C", "C", "S", "C", "C", "S", "H", "H", "H", "H", "H", "H", "H", "H", "H", "H", "H", "H", "H", "H", "H", "H", "C", "C", "C", "C", "C", "C", "N", "N", "C", "C", "C", "C", "C", "C", "H", "H", "H", "H", "H", "H", "H", "H", "H", "C", "C", "C", "C", "C", "C", "C", "C", "H", "H", "H", "H", "H"],
  "positions_angstrom": [[-0.3437, -0.2300, 0.1275], [-3.7943, -1.2293, -1.3757], [-4.1965, 0.2313, -1.1836], [-2.8517, 1.3303, -0.6670], [-2.1574, 1.8701, -2.2446], [-1.5399, 0.7983, -3.1334], [-0.0956, 0.0070, -2.3606], [-0.2739, -1.7009, -2.9472], [0.6398, -2.6336, -2.1699], [0.4490, -2.5834, -0.3684], [-0.8946, -3.7402, 0.0099], [-2.2738, -3.4029, -0.5280], [-2.7791, -1.7544, 0.0247], [-3.2337, -1.3747, -2.2970], [-4.6869, -1.8544, -1.4229], [-4.9338, 0.3060, -0.3839], [-4.6639, 0.6203, -2.0894], [-1.4105, 2.6164, -1.9662], [-2.9348, 2.3885, -2.8079], [-1.1931, 1.2582, -4.0592], [-2.2645, 0.0311, -3.3975], [-0.0090, -1.7286, -4.0052], [-1.3181, -1.9873, -2.8418], [1.6880, -2.3717, -2.3315], [0.5047, -3.6636, -2.5044], [-0.8974, -3.7661, 1.1016], [-0.5746, -4.7214, -0.3422], [-2.9862, -4.1435, -0.1641], [-2.2901, -3.4363, -1.6175], [4.3524, -1.7875, -2.4787], [3.8259, -0.4988, -2.5092], [3.2151, 0.0316, -1.3884], [3.1074, -0.7325, -0.2165], [3.6514, -2.0280, -0.1830], [4.2673, -2.5412, -1.3095], [2.4624, -0.1533, 0.8529], [2.3324, -0.7486, 1.9723], [1.1654, -1.0798, 2.6162], [1.3337, -1.5811, 3.9197], [0.2417, -1.9139, 4.6924], [-1.0375, -1.7165, 4.1881], [-1.2088, -1.2106, 2.9006], [-0.1347, -0.9061, 2.0739], [4.8466, -2.1941, -3.3507], [3.9080, 0.0984, -3.4083], [2.8168, 1.0385, -1.3839], [3.5920, -2.6011, 0.7327], [4.6974, -3.5338, -1.2767], [2.3431, -1.6822, 4.2970], [0.3831, -2.3018, 5.6921], [-1.9049, -1.9411, 4.7952], [-2.2184, -1.0419, 2.5504], [-0.1741, 1.5729, 0.7836], [0.0276, 2.7339, 1.1372], [0.2433, 4.0740, 1.5487], [-0.8451, 4.9198, 1.8012], [-0.6257, 6.2239, 2.2042], [0.6732, 6.6950, 2.3581], [1.7571, 5.8614, 2.1108], [1.5491, 4.5555, 1.7090], [-1.8507, 4.5375, 1.6812], [-1.4656, 6.8761, 2.4020], [0.8410, 7.7158, 2.6751], [2.7653, 6.2326, 2.2359], [2.3823, 3.8918, 1.5198]]
}

***

(6)
{
  "formula": "C23H31N2O",
  "method": "ωB97M-V with the def2-TZVPD basis set",
  "total_charge": 1,
  "lumo_energy_ev": -2.35,
  "smiles": "CCC[NH+](CCC)[C@H](c1ccc(OC)cc1)c1cn(C)c2ccccc12",
  "gap_ev": 8.386,
  "species": ["C", "C", "C", "N", "C", "C", "C", "C", "C", "C", "C", "C", "O", "C", "C", "C", "C", "C", "N", "C", "C", "C", "C", "C", "C", "C", "H", "H", "H", "H", "H", "H", "H", "H", "H", "H", "H", "H", "H", "H", "H", "H", "H", "H", "H", "H", "H", "H", "H", "H", "H", "H", "H", "H", "H", "H", "H"],
  "positions_angstrom": [[-2.7516, -0.8430, -3.3968], [-2.1280, -0.4179, -2.0697], [-0.9676, 0.4910, -2.3226], [0.1435, 0.6700, -1.2148], [0.7877, 2.0099, -1.6594], [1.4075, 2.9973, -0.6895], [2.2519, 4.0311, -1.4344], [0.0235, 0.5725, 0.3158], [1.4513, 0.2312, 0.8293], [1.9970, -0.9701, 0.3768], [3.3344, -1.2859, 0.6486], [4.0838, -0.3922, 1.4601], [5.3734, -0.6447, 1.8122], [6.0752, -1.7804, 1.2276], [3.4805, 0.7582, 2.0052], [2.1625, 1.0489, 1.7160], [-0.9494, -0.3735, 0.8797], [-0.7531, -1.7152, 1.2050], [-1.9700, -2.2913, 1.4786], [-2.1865, -3.6073, 2.0217], [-2.9756, -1.3336, 1.3037], [-4.3387, -1.4107, 1.5427], [-5.0906, -0.2415, 1.3383], [-4.4770, 0.9695, 0.9644], [-3.1087, 1.0460, 0.7311], [-2.3697, -0.1081, 0.9690], [-3.5892, -1.5066, -3.1982], [-3.1276, 0.0165, -3.9598], [-2.0266, -1.3746, -4.0114], [-2.8631, 0.1303, -1.4688], [-1.8098, -1.2985, -1.4956], [-0.4239, 0.1586, -3.2256], [-1.3979, 1.4755, -2.6092], [0.8660, -0.0917, -1.4477], [1.5342, 1.7066, -2.4033], [0.0369, 2.5862, -2.2377], [0.5926, 3.4884, -0.1388], [2.0444, 2.4666, 0.0228], [2.7468, 4.6495, -0.6907], [3.0186, 3.5401, -2.0339], [1.6496, 4.6780, -2.0826], [-0.2975, 1.6099, 0.4538], [1.4150, -1.6500, -0.2648], [3.7314, -2.2503, 0.3090], [7.0786, -1.6880, 1.6524], [5.6093, -2.7339, 1.5329], [6.1095, -1.7153, 0.1239], [4.0524, 1.3658, 2.6970], [1.7054, 1.9828, 2.0610], [0.1697, -2.3213, 1.2317], [-3.2646, -3.7745, 2.1112], [-1.7436, -4.3575, 1.3576], [-1.7332, -3.7328, 3.0150], [-4.7696, -2.3534, 1.8669], [-6.1665, -0.2649, 1.4776], [-5.0726, 1.8813, 0.8714], [-2.5805, 1.9671, 0.4457]]
}

***

(7)
{
  "formula": "C3H9N2O2",
  "method": "ωB97M-V with the def2-TZVPD basis set",
  "total_charge": -1,
  "lumo_energy_ev": 4.12,
  "gap_ev": 7.877,
  "species": ["N", "C", "O", "H", "H", "H", "H", "C", "N", "C", "O", "H", "H", "H", "H", "H"],
  "positions_angstrom": [[-0.1764, 2.6182, 0.0589], [-0.3559, 2.0318, 1.3917], [-0.9241, 0.7670, 1.3498], [-0.3938, 1.9308, -0.6472], [-0.7188, 3.4562, -0.0786], [0.6229, 1.9798, 1.8977], [-1.0435, 2.6546, 1.9799], [0.8521, -0.9289, -1.2929], [0.4074, -0.9474, -0.0437], [-0.1073, -2.2389, 0.3912], [0.7009, -1.7613, -2.2064], [1.4643, -0.0241, -1.5188], [-0.3235, 0.1138, 0.7983], [-0.5246, -2.8153, -0.4411], [-0.8718, -2.0807, 1.1527], [0.6953, -2.8426, 0.8152]]
}

***

(8)
{
  "formula": "C4H7N2",
  "method": "ωB97M-V with the def2-TZVPD basis set",
  "total_charge": 1,
  "lumo_energy_ev": -4.75,
  "smiles": "C#C/[NH+]=C(/C)N",
  "gap_ev": 9.345,
  "species": ["C", "C", "N", "C", "C", "N", "H", "H", "H", "H", "H", "H", "H"],
  "positions_angstrom": [[3.3438, 0.1292, -0.0322], [2.2082, -0.2811, 0.0336], [0.9926, -0.8499, 0.0920], [-0.1831, -0.0015, -0.0617], [-1.5247, -0.6143, -0.0196], [-0.0260, 1.3502, -0.0693], [4.3001, 0.4519, 0.2837], [0.8125, -1.8638, -0.1911], [-2.2218, 0.0515, -0.7063], [-1.5295, -1.5060, -0.5280], [-1.9053, -0.5706, 0.9236], [-0.9968, 1.8280, -0.1922], [0.7329, 1.8896, -0.3742]]
}

***

Quick rundown of E_tot, same order as above: -7448.315; -74782.576; -80735.341; -148925.816; -78415.399; -29374.569; -10332.830; -7232.279 eV
Quick rundown of relative energy (zero: lowest compared OMol25 entry of this formula, charge and spin), same order as above: 493.7; 81.4; 206.1; 992.7; 0.0; 0.0; 149.1; 333.8 kJ/mol